Record 1
The following is a quantum chemistry calculation of a structure of composition C10H15F2N2O12Tl at a distorted geometry, from OMol25.

The geometry in ORCA input format:
```
! wB97M-V def2-TZVPD RIJCOSX def2/J DEFGRID3
* xyz 2 1
Tl 4.108 2.729 -1.741
C 1.095 0.040 1.393
C 1.918 0.888 0.537
O 2.472 1.963 0.820
O 2.023 0.726 -0.704
H 0.152 0.583 1.527
H 1.473 -0.125 2.401
H 0.865 -0.890 0.873
C -2.318 -2.026 1.478
C -2.391 -0.947 2.549
O -2.778 0.192 1.844
C -2.511 0.006 0.507
O -2.592 0.848 -0.317
O -2.107 -1.269 0.283
F -1.115 -0.687 3.039
H -3.194 -2.667 1.405
H -1.454 -2.669 1.649
H -3.072 -1.193 3.357
C -0.965 -1.351 -2.886
C -0.406 0.067 -2.969
O -1.036 0.545 -4.131
C -2.282 -0.050 -4.159
O -3.155 0.393 -4.804
O -2.308 -1.114 -3.349
F 0.931 0.137 -3.100
H -0.942 -1.729 -1.870
H -0.516 -2.019 -3.620
H -0.745 0.697 -2.130
C 0.169 4.982 0.750
N 0.327 4.104 -0.441
O 1.446 3.968 -0.942
O -0.647 3.555 -0.869
H 1.135 5.141 1.211
H -0.533 4.457 1.393
H -0.311 5.897 0.411
C 2.087 -3.315 1.532
N 3.567 -3.320 1.467
O 4.193 -4.072 2.166
O 4.076 -2.560 0.658
H 1.841 -2.693 2.395
H 1.734 -4.304 1.808
H 1.765 -2.915 0.580
*
```

## Properties
orbital gap	2.56	eV
DFT total energy	-1773.65268	hartree

The computed Mulliken charges, all in e, follow: Tl 0.923; C -0.538; C 0.908; O -0.335; O -0.323; H 0.237; H 0.566; H -0.093; C -0.404; C 0.256; O -0.328; C 0.552; O -0.423; O -0.280; F -0.272; H 0.362; H 0.172; H 0.365; C -0.299; C 0.632; O -0.307; C 0.586; O -0.365; O -0.276; F -0.280; H 0.092; H 0.361; H 0.200; C -0.767; N 0.765; O -0.411; O -0.416; H 0.326; H 0.324; H 0.313; C -0.644; N 0.916; O -0.454; O -0.502; H 0.261; H 0.387; H 0.212

***

Record 2
The following is a quantum chemistry calculation of a structure of composition CH3O3 at a distorted geometry, from OMol25.

The geometry in ORCA input format:
```
! wB97M-V def2-TZVPD RIJCOSX def2/J DEFGRID3
* xyz -1 1
O 1.564 0.609 0.159
H 0.894 1.254 -0.165
H 1.068 -0.235 0.258
O -2.095 -0.426 0.208
O 0.078 -0.994 0.559
C -0.867 -0.373 -0.034
H -0.643 0.165 -0.986
*
```

## Properties
orbital gap	9.11	eV
DFT total energy	-265.66324	hartree

The computed Mulliken charges, all in e, follow: O -0.775; H 0.247; H 0.545; O -0.629; O -0.663; C 0.025; H 0.252

***

| no. | highest occupied orbital energy (eV) |
| --- | --- |
| 1 | -16.3 |
| 2 | -4.5 |